The following is a quantum chemistry calculation of a molecular structure, C24H42N3O6SSbV in a non-equilibrium geometry, from the OMol25 dataset.

Its HOMO energy (alpha / beta) is -2.66 / -4.38 eV. Its total energy is -3138.00540 a.u. Its energy relative to the best compared isomer or geometry (same formula, charge and spin) is 47.4 kcal per mole. The spin multiplicity is 3. As for the net charge: -1. As for the expectation value of S²: 2.060.

Each line ends with the Löwdin charge.
Element x y z (Å)
V -0.72431 -2.15205 -0.35811  0.4079
O 1.27375 -7.45929 1.40786  0.0433
C 0.79282 -6.26005 0.94878  -0.2860
C -0.57342 -5.96561 0.98142  0.0632
C -1.01245 -4.74647 0.51549  -0.1421
N -0.15363 -3.82845 0.02688  -0.0544
C 1.17354 -4.07626 0.07073  -0.1428
C 1.68581 -5.27668 0.51251  0.0823
C 1.93555 -2.81648 -0.19190  -0.5725
O 3.15324 -2.79372 -0.32627  0.0497
O 1.15805 -1.78889 -0.17065  -0.2489
C -2.38858 -4.14647 0.64212  -0.5710
O -3.34431 -4.78218 1.07837  0.0375
O -2.38880 -2.90788 0.31796  -0.1245
H 0.53069 -7.99035 1.71976  0.0998
H -1.28608 -6.67014 1.38588  0.1245
H 2.75342 -5.42531 0.54652  0.1300
C -1.96446 -0.74199 2.94319  -0.0289
N -3.01811 -0.33069 2.04099  -0.1152
C -4.36844 -0.63869 2.44947  -0.0495
C -2.71399 -0.16186 0.72013  -0.4897
O -1.57767 -0.33577 0.27362  -0.1464
N -3.76095 0.26337 -0.08603  -0.1450
C -4.39498 1.53187 0.21506  -0.0589
C -3.54449 0.04776 -1.50278  -0.0593
H -2.21513 -1.69981 3.41005  0.0951
H -1.82131 0.01211 3.72566  0.0941
H -1.03055 -0.84479 2.38578  0.0676
H -4.35916 -1.52941 3.08134  0.0903
H -4.98057 -0.84276 1.57289  0.0978
H -4.81366 0.18491 3.01630  0.0825
H -4.40859 1.70625 1.28658  0.0770
H -5.42185 1.52115 -0.15698  0.0890
H -3.86014 2.36186 -0.26549  0.0858
H -3.17536 -0.97116 -1.64459  0.0269
H -2.81382 0.74796 -1.92376  0.0784
H -4.49724 0.16759 -2.01520  0.0906
S -0.89911 -2.19518 -2.43733  0.1131
C 0.99702 4.52146 -0.65706  -0.1227
C 0.08054 3.31113 -0.59943  -0.6801
C -0.74498 3.35142 0.68345  -0.1403
C -0.87003 3.37424 -1.78906  -0.1463
Sb 0.98589 1.15782 -0.69611  1.6920
C 2.35547 1.22973 -2.54184  -0.6901
C 1.42796 0.87605 -3.69752  -0.1497
C 3.06742 2.54700 -2.80557  -0.1284
C 3.38091 0.11810 -2.39515  -0.1272
C 2.36504 1.20174 1.15888  -0.6657
C 3.58908 0.32488 0.95734  -0.1239
C 2.83495 2.58222 1.59147  -0.1333
C 1.47159 0.58872 2.22938  -0.1526
H 0.40774 5.44169 -0.58329  0.0767
H 1.53688 4.55014 -1.59740  0.0505
H 1.71928 4.52718 0.15068  0.0479
H -1.41083 4.21995 0.68437  0.0778
H -0.10873 3.42121 1.56399  0.0560
H -1.35499 2.45221 0.77668  0.0490
H -1.45319 4.30044 -1.77146  0.0781
H -1.56000 2.53050 -1.77729  0.0447
H -0.31663 3.34558 -2.72508  0.0578
H 0.66524 1.63677 -3.86044  0.0569
H 0.92731 -0.07140 -3.49554  0.0264
H 1.99844 0.77145 -4.62266  0.0791
H 2.36613 3.32625 -3.09534  0.0534
H 3.77846 2.42520 -3.62834  0.0762
H 3.61804 2.88068 -1.92773  0.0674
H 2.91033 -0.81670 -2.10030  0.0645
H 4.13240 0.37369 -1.65571  0.0552
H 3.89402 -0.05375 -3.34449  0.0824
H 4.32617 0.83012 0.33610  0.0652
H 3.33655 -0.62746 0.50127  0.0440
H 4.05948 0.12008 1.92292  0.0829
H 3.39720 3.06026 0.79191  0.0660
H 3.49321 2.49343 2.46168  0.0785
H 2.00584 3.22627 1.87284  0.0492
H 1.21196 -0.42952 1.94223  0.0527
H 0.55441 1.16675 2.34784  0.0562
H 1.97873 0.54805 3.19749  0.0825

***

The following is a quantum chemistry calculation of 6 unconnected molecules or ions with the total composition C24H42N6 in a non-equilibrium geometry, from the OMol25 dataset.

Its HOMO energy (alpha / beta) is -12.96 / -12.96 eV. Its total energy is -1267.66088 a.u. Its energy relative to the best compared isomer or geometry (same formula, charge and spin) is 56.9 kcal per mole. The spin multiplicity is 2. As for the net charge: +1. As for the expectation value of S²: 0.759.

Each line ends with the Löwdin charge.
Element x y z (Å)
C 2.09822 4.08452 3.49928  -0.1057
C 0.81167 4.10012 4.36476  -0.1264
C -0.50819 3.88689 3.43204  -0.0935
C -0.90319 5.02971 2.66764  -0.0956
N -1.09563 5.95251 1.99683  0.3092
H 2.92751 3.44282 3.79693  0.0857
H 2.57445 5.04664 3.31057  0.0759
H 2.00389 3.76238 2.46225  0.0593
H 0.78962 4.92955 5.07163  0.1216
H 0.96777 3.13549 4.84770  0.1132
H -1.34412 3.74040 4.11604  0.1423
H -0.38377 2.99501 2.81789  0.1147
C -3.88941 -1.45070 -2.00142  -0.0977
C -4.73800 -1.67415 -0.72087  -0.2419
C -5.43956 -0.40221 -0.31152  -0.1753
C -4.53559 0.42291 0.53821  -0.2277
N -3.82249 1.07044 1.16704  0.1236
H -3.92609 -2.35374 -2.61074  0.0736
H -2.87991 -1.05869 -1.87757  0.0495
H -4.36681 -0.72505 -2.65990  0.0710
H -4.21363 -2.04506 0.15980  0.1099
H -5.38776 -2.44963 -1.12650  0.1106
H -6.21435 -0.62378 0.42245  0.1253
H -5.66693 0.25891 -1.14778  0.1200
C 1.08039 4.08214 -1.63058  -0.0811
C -0.17832 4.87317 -1.16133  -0.2267
C -1.49181 4.10644 -0.85131  -0.1437
C -2.75395 4.87524 -0.37296  -0.0884
N -3.72888 5.43213 -0.02660  0.2502
H 1.06357 3.58676 -2.60136  0.0782
H 1.27718 3.29812 -0.89937  0.0420
H 1.99146 4.67104 -1.73669  0.0824
H -0.53511 5.46482 -2.00439  0.1066
H 0.19851 5.67005 -0.52016  0.1002
H -1.34249 3.37062 -0.06114  0.0862
H -1.90641 3.61337 -1.73056  0.1288
C -0.60801 -1.63012 -0.13580  -0.0780
C 0.33878 -0.48575 -0.55492  -0.2568
C 0.16085 0.77989 0.23416  -0.1906
C 1.03023 0.75821 1.46604  -0.1922
N 1.74351 0.76624 2.39072  0.1564
H -0.46010 -2.46811 -0.81697  0.0600
H -1.65843 -1.38439 0.02021  0.0568
H -0.20203 -1.94384 0.82590  0.0673
H 0.09845 -0.23430 -1.58793  0.0978
H 1.39456 -0.75287 -0.60023  0.1198
H -0.82866 0.82189 0.68935  0.0964
H 0.39100 1.59390 -0.45323  0.0785
C -0.00556 -3.11976 -3.88062  -0.1133
C 0.65395 -2.24998 -4.82721  -0.2635
C 2.18478 -2.40165 -4.93064  -0.1858
C 2.80459 -3.73179 -5.03158  -0.2557
N 3.34749 -4.72483 -5.07554  0.1487
H -0.12997 -2.73624 -2.86793  0.0444
H 0.56061 -4.04051 -3.73999  0.0859
H -1.04354 -3.38934 -4.07560  0.0840
H 0.58308 -1.16490 -4.75176  0.1101
H 0.33837 -2.53332 -5.83132  0.1165
H 2.70512 -2.06099 -4.03549  0.1151
H 2.66867 -1.89818 -5.76758  0.1202
C 2.49711 -3.44980 2.23161  -0.1083
C 2.67212 -5.00012 2.36412  -0.2434
C 3.88222 -5.32614 3.20973  -0.1989
C 3.91259 -4.68851 4.56488  -0.2262
N 3.96854 -4.06633 5.51745  0.1406
H 3.43660 -2.92474 2.05909  0.0717
H 2.01324 -2.87168 3.01885  0.0713
H 1.90760 -3.36156 1.31903  0.0450
H 2.64904 -5.49101 1.39118  0.1104
H 1.81470 -5.36200 2.93155  0.1078
H 4.79876 -4.93985 2.76383  0.1180
H 3.84785 -6.40674 3.34831  0.1138

***

The following is a quantum chemistry calculation of a molecular structure, C24H42NP3ScSe in a non-equilibrium geometry, from the OMol25 dataset.

Its HOMO energy is -15.80 eV. Its total energy is -5179.70239 a.u. Its energy relative to the best compared isomer or geometry (same formula, charge and spin) is 0.0 kcal per mole. As for the net charge: +3.

Each line ends with the Löwdin charge.
Element x y z (Å)
Sc -0.15566 -0.55082 -0.18936  0.6592
P 0.21526 1.80303 1.08026  0.7464
P -2.66271 0.21676 -0.39463  0.7096
P 2.49089 -0.51283 -0.44844  0.7228
H -1.43604 -3.72378 -6.61578  0.0612
C -0.80745 -4.47215 -6.06263  -0.0742
C -0.66502 -4.55046 -4.70808  -0.0948
H -1.34578 -4.10864 -3.95638  0.0357
C 0.39616 3.36802 0.14852  -0.2601
C -1.08641 2.34640 2.25265  -0.2226
C 1.65164 1.98784 2.18204  -0.2301
C -3.33527 -0.74256 -1.77720  -0.2447
C -3.87528 -0.06596 0.94670  -0.2278
C -3.10140 1.93532 -0.88568  -0.2597
C 2.85661 -1.62420 -1.83557  -0.2442
C 3.65427 -1.08015 0.84047  -0.2307
C 3.28456 1.06044 -1.01337  -0.2256
H -0.31363 -5.26593 -6.68998  0.0824
H 0.12196 -5.24240 -4.33348  0.0558
H 0.53191 4.17674 0.87824  0.0736
H -0.49813 3.56309 -0.45899  0.0340
H 1.27699 3.29984 -0.50109  0.0391
H -0.90347 3.41349 2.46791  0.0803
H -1.00614 1.77182 3.19133  0.0506
H -2.08050 2.20858 1.80291  0.0194
H 1.67164 3.03476 2.52492  0.0827
H 2.58521 1.74424 1.65840  0.0209
H 1.52780 1.33583 3.05727  0.0441
H -4.41710 -0.58756 -1.85328  0.0835
H -3.12519 -1.80233 -1.59594  0.0570
H -2.83428 -0.44832 -2.70385  0.0350
H -4.82599 0.42552 0.68854  0.0771
H -3.48793 0.33543 1.89435  0.0365
H -4.02419 -1.14712 1.07334  0.0656
H -4.19679 2.00254 -0.95730  0.0787
H -2.64185 2.16109 -1.86031  -0.0130
H -2.71980 2.66589 -0.16049  0.0344
H 3.93300 -1.64093 -2.04865  0.0810
H 2.29405 -1.29161 -2.71468  0.0453
H 2.51767 -2.63442 -1.57870  0.0617
H 4.67417 -1.17013 0.42990  0.0819
H 3.32372 -2.05702 1.22305  0.0601
H 3.64465 -0.36881 1.67710  0.0421
H 4.29865 0.80498 -1.35926  0.0790
H 3.33494 1.78680 -0.18819  0.0370
H 2.68732 1.49539 -1.83038  0.0270
C 0.08200 0.71506 -4.41995  -0.5692
C -0.36908 -0.59014 -4.69144  -0.1335
C -0.17730 -1.13462 -5.95312  -0.0447
C 0.49710 -0.39465 -6.93822  -0.0128
C 0.97422 0.90424 -6.66256  -0.0335
C 0.79258 1.45061 -5.39056  -0.1075
Se -0.23527 1.55363 -2.72543  0.9917
H 0.26190 0.19928 -2.10009  -0.1766
H -0.84352 -1.19168 -3.91228  0.0830
H -0.55280 -2.15124 -6.06941  0.0555
H 0.64632 -0.80066 -7.93123  0.1226
H 1.47524 1.49620 -7.43342  0.1290
H 1.16823 2.44567 -5.14418  0.1095
N -0.27249 -1.32851 1.79738  0.0720
C -0.20446 -1.24780 2.97735  -0.0577
C -0.13816 -0.97820 4.35178  -0.2253
C -1.32211 -0.63905 5.07468  0.0039
C -1.21675 -0.29099 6.42765  -0.0250
C 0.01830 -0.21361 7.07782  0.0042
C 1.16811 -0.55720 6.36344  -0.0261
C 1.12792 -0.90925 5.00735  0.0007
H -2.31923 -0.66835 4.59740  0.1334
H -2.12181 -0.07917 6.99313  0.1296
H 0.08796 0.07300 8.13592  0.1426
H 2.13887 -0.52061 6.85864  0.1302
H 2.05878 -1.14251 4.46537  0.1307

***

The following is a quantum chemistry calculation of a molecular structure, C24H43BBeBrCl5MgN3NaO6P in a non-equilibrium geometry, from the OMol25 dataset.

Its HOMO energy is -8.69 eV. Its total energy is -7173.75815 a.u. As for the net charge: +1.

Each line ends with the Löwdin charge.
Element x y z (Å)
C 4.47215 -4.04509 -0.82370  -0.1135
C 4.07021 -2.61946 -1.29811  -0.3750
C 2.54920 -2.47263 -1.08070  -0.2272
N 2.06570 -1.06934 -0.86618  0.0755
C 1.04163 -0.64155 -1.67962  -0.1782
C 1.02300 0.54116 -2.36812  -0.2268
P 2.36783 1.78892 -2.35958  1.0363
C 3.92317 1.05182 -3.03765  -0.3542
C 2.60548 2.23822 -0.57147  -0.3652
C 1.65866 3.43892 -0.22289  -0.2802
C -0.15141 0.95205 -3.20517  -0.3736
O 0.00519 1.82371 -4.03961  -0.2052
C -1.48784 0.31298 -2.98979  0.0583
C -1.51957 -0.83704 -2.31405  -0.0069
B -2.87992 -1.61295 -1.99773  -0.5414
O -3.74544 -1.91834 -3.09862  0.0235
N -3.12354 -1.98374 -0.64032  -0.0479
C -3.16095 -0.70329 0.14647  -0.0386
C -4.35515 -2.78379 -0.48623  -0.0733
C -0.23217 -1.47705 -1.81598  -0.2380
O -0.28840 -2.64215 -1.51073  0.1492
H 5.52134 -4.08168 -0.50361  0.0655
H 4.25040 -4.79150 -1.59857  0.0770
H 3.88985 -4.35956 0.05995  0.0640
H 4.68681 -1.83236 -0.82426  0.0934
H 4.21713 -2.63045 -2.47051  -0.2093
H 2.29952 -3.03216 -0.16451  0.1084
H 2.02501 -2.99561 -1.88683  0.0936
H 2.88216 -0.47517 -0.93601  0.0752
H 4.69525 1.84748 -2.94736  0.0476
H 3.85041 0.83091 -4.10897  0.0244
H 4.29638 0.19342 -2.44662  -0.0246
H 2.22306 1.38524 0.01406  0.0795
H 3.65213 2.44425 -0.32312  0.0852
H 0.69357 3.32930 -0.73121  0.0680
H 1.45272 3.42850 0.84920  0.0628
H 2.17543 4.44828 -0.56051  -0.0679
H -2.40537 0.75987 -3.37333  0.0401
H -4.56324 -1.43682 -2.95445  -0.0711
H -3.26041 0.19054 -0.49331  0.0795
H -2.20629 -0.60139 0.67728  0.0977
H -4.01614 -0.66907 0.84753  0.0537
H -4.54021 -3.44778 -1.34027  0.0863
H -5.24674 -2.16211 -0.29379  0.0936
H -4.22482 -3.46323 0.37355  0.0542
Cl 0.39563 3.33833 -5.81460  0.0340
Cl -4.61368 -1.30652 3.53285  0.5609
C -4.83602 -2.92069 4.25213  -0.6624
C -3.53378 -3.65859 4.38239  -0.6733
Cl -2.86021 -4.10383 2.79441  0.5661
H -5.54539 -3.46896 3.63716  0.0682
H -5.28071 -2.77460 5.23563  0.0737
H -3.69173 -4.58163 4.93338  0.0102
H -2.78620 -3.06886 4.91015  0.0704
Na 6.09604 -0.15828 -3.50653  0.6071
Be -0.32268 5.15368 -7.11903  0.5825
Br 3.72071 -2.17710 -4.14982  0.0414
C 4.73123 10.54930 -2.04866  -0.0662
C 3.88877 9.89442 -0.97410  -0.2071
O 2.74555 9.23039 -1.53312  0.0350
C 2.98908 8.05844 -2.11045  -0.6533
O 4.05896 7.51311 -2.19430  0.1113
O 1.83770 7.59548 -2.60967  -0.0445
C 1.97597 6.38550 -3.34738  -0.0788
H 4.11978 11.21366 -2.66128  0.0820
H 5.54171 11.12503 -1.60156  0.0812
H 5.16666 9.80604 -2.71623  0.0727
H 3.49714 10.65591 -0.30166  0.1234
H 4.47415 9.19982 -0.37118  0.1247
H 2.48648 5.62181 -2.76425  0.0650
H 2.51395 6.58008 -4.27621  0.0960
H 0.97804 6.02594 -3.58869  0.0807
C -3.48602 -8.64282 7.46564  -0.1075
C -3.16793 -7.19803 7.83424  -0.2605
C -4.37034 -6.26185 7.66834  -0.1764
C -4.82374 -6.25184 6.26833  -0.2253
N -5.17553 -6.24256 5.17575  0.1732
H -3.76618 -8.73631 6.41519  0.0719
H -2.61377 -9.27621 7.62638  0.0747
H -4.30416 -9.03208 8.07494  0.0788
H -2.33964 -6.84611 7.21526  0.1108
H -2.83149 -7.15925 8.87175  0.1097
H -4.09979 -5.24467 7.95580  0.1168
H -5.19710 -6.58345 8.30328  0.1228
Cl 1.40949 5.93052 0.02358  0.2965
Mg -5.51385 -0.55496 -4.40239  1.0589
Cl -4.65289 2.15157 -3.09005  -0.3191